[1]
{"formula": "C2H4N2O2", "method": "ωB97M-V with the def2-TZVPD basis set", "elements": ["N", "N", "C", "C", "H", "O", "H", "H", "H", "O"], "positions_angstrom": [[0.34018, 1.43771, 0.54296], [-0.31230, -0.43973, -0.82732], [-0.60275, 0.45961, 0.40115], [0.41008, -1.42704, -0.26221], [-0.01652, 2.33556, 0.82915], [0.73172, -1.26018, 0.90254], [0.70239, -2.31779, -0.83192], [-0.78209, -0.55031, -1.73111], [1.10300, 1.43950, -0.11174], [-1.57371, 0.32267, 1.08850]], "total_energy_ha": -338.6033, "lumo_energy_ev": 0.75, "smiles": "NC(=O)NC=O", "molar_mass_g_mol": 88.066}


[2]
{"formula": "C2H4N2O2", "method": "ωB97M-V with the def2-TZVPD basis set", "elements": ["C", "N", "H", "O", "C", "N", "H", "H", "H", "O"], "positions_angstrom": [[0.98111, -1.41481, -0.47976], [-1.07715, 1.40333, 0.39306], [-1.95978, 0.98800, 0.64746], [1.15912, 1.00303, 0.56358], [0.04178, 0.61352, 0.29481], [-0.18351, -0.67549, -0.20892], [1.66820, -1.44030, 0.37478], [-0.88022, 2.29580, 0.82297], [-0.93096, -0.79790, -0.88147], [1.18141, -1.97518, -1.52651]], "total_energy_ha": -338.6373, "lumo_energy_ev": 0.67, "smiles": "NC(=O)NC=O", "molar_mass_g_mol": 88.066}


[3]
{"formula": "C2H4N2O2", "method": "ωB97M-V with the def2-TZVPD basis set", "elements": ["H", "O", "C", "N", "H", "N", "O", "H", "H", "C"], "positions_angstrom": [[0.74261, 1.00035, -1.28656], [0.37217, -1.01427, -0.45135], [0.15853, 0.37510, -0.60785], [-0.80305, -1.64248, -0.84246], [-0.13407, 2.13607, 0.57350], [0.34917, 0.64812, 1.93914], [-0.79318, -2.82738, -0.79472], [0.75702, -0.29437, 1.87053], [-0.74770, 0.58876, -1.16136], [0.09849, 1.03010, 0.76113]], "total_energy_ha": -338.4603, "lumo_energy_ev": -0.11, "smiles": "[H]/N=C\\CON=O", "molar_mass_g_mol": 88.066}


[4]
{"formula": "C2H4N2O2", "method": "ωB97M-V with the def2-TZVPD basis set", "elements": ["H", "O", "H", "H", "N", "C", "C", "O", "H", "N"], "positions_angstrom": [[1.16395, -1.63225, 0.70541], [-1.91303, 0.23741, 0.80687], [-2.28842, -0.98559, -0.73805], [0.71339, 2.26705, -0.00846], [0.13280, 1.49124, -0.34698], [0.36595, 0.21079, -0.04706], [-1.64745, -0.28064, -0.26187], [-0.51422, -0.56732, -0.78653], [2.46982, -0.20470, 0.29353], [1.51722, -0.53599, 0.38314]], "total_energy_ha": -338.5134, "lumo_energy_ev": 0.48, "smiles": "[H]/N=C(\\N)OC=O", "molar_mass_g_mol": 88.066}


[5]
{"formula": "C2H4N2O2", "method": "ωB97M-V with the def2-TZVPD basis set", "elements": ["C", "H", "N", "H", "C", "N", "O", "H", "H", "O"], "positions_angstrom": [[-1.91262, 0.21937, 0.30073], [1.37073, 1.70134, -0.71895], [-0.61945, -0.28756, -0.11337], [-0.68016, -1.04663, -0.77370], [1.76844, 0.45827, -0.24481], [0.59574, -0.01965, 0.54623], [3.01955, -0.20969, -0.13741], [-1.81414, 0.87673, 1.33167], [1.12580, -1.24803, 0.84334], [-2.89094, -0.06516, -0.36858]], "total_energy_ha": -338.4107, "lumo_energy_ev": -0.39, "molar_mass_g_mol": 88.066}


[6]
{"formula": "C2H4N2O2", "method": "ωB97M-V with the def2-TZVPD basis set", "elements": ["N", "H", "H", "C", "H", "H", "O", "N", "O", "C"], "positions_angstrom": [[2.04523, -0.73062, 0.35541], [-1.28315, 1.34312, 0.45766], [0.58122, 1.46591, 0.65368], [-0.23492, 1.09753, 0.09240], [-0.45216, -2.28917, -0.57639], [-0.28833, 1.50695, -0.93814], [-2.06622, -1.07807, -0.01728], [0.02662, -0.30571, -0.18253], [2.56757, 0.27375, 0.32577], [-0.89585, -1.28370, -0.17060]], "total_energy_ha": -338.4426, "lumo_energy_ev": [-1.42, -1.68], "molar_mass_g_mol": 88.066}